(1)
The following is a DFT calculation (the ωB97M-V functional and the def2-TZVPD basis) of 3 unconnected molecules or ions with the total composition C15H16BrIO8Si.

Values from the calculation:
E_LUMO: -1.560 eV
Electronic energy: -4344.34062 a.u.
Frontier orbital gap: 7.977 eV
SMILES: O=C1C=C(O)C(=O)C=C1O.O=C1C=C(O)C(=O)C=C1O.C[C@H](I)C[SiH2]Br
E_HOMO: -9.54 eV
Max |F|: 0.591 eV Å⁻¹
M: 559.18 g/mol

Structure (ORCA input):
```
! wB97M-V def2-TZVPD RIJCOSX def2/J DEFGRID3
* xyz 0 1
H -2.30 -6.81 -0.25
H 1.40 0.13 2.58
H 2.18 2.62 0.01
C -3.32 3.17 -2.71
H -2.20 5.82 -5.06
H 0.87 -3.01 3.49
O -1.89 -7.15 0.57
C -1.29 -6.11 1.14
O -2.66 1.88 -0.87
C -0.60 -6.20 2.28
C 3.87 0.01 0.75
H 0.24 4.96 -2.58
C -2.98 4.21 -3.67
O -1.39 5.76 -4.51
C 3.81 1.51 0.89
H -0.95 -2.69 0.41
Br 0.29 -0.16 -0.23
C -0.83 -3.62 0.95
H -0.49 -7.13 2.82
H 3.28 -0.32 -0.11
O 0.44 -2.67 2.68
O 0.67 -4.99 3.86
H -4.29 2.71 -2.79
C -2.43 2.82 -1.77
C 0.02 -5.01 2.83
Si 1.00 1.08 1.53
H 4.33 1.93 0.04
C -0.73 4.50 -2.65
H -0.15 1.86 2.02
O -3.73 4.59 -4.55
O -0.35 3.13 -0.77
H 3.56 -0.51 1.64
H -1.83 1.78 -0.35
C -1.08 3.48 -1.67
C 2.42 2.16 0.97
C -1.62 4.84 -3.59
C -1.44 -4.82 0.39
O -2.07 -4.83 -0.65
H 2.46 2.97 1.69
H 4.89 -0.29 0.56
C -0.14 -3.71 2.10
I 5.03 2.10 2.57
*
```



(2)
The following is a DFT calculation (the ωB97M-V functional and the def2-TZVPD basis) of 13 unconnected molecules or ions with the total composition BH28O12.

Values from the calculation:
Energy relative to the best compared isomer or geometry (same formula, charge and spin): 18.84 kcal/mol
E_LUMO: 2.628 eV
Electronic energy: -944.54282 a.u.
Frontier orbital gap: 10.087 eV
E_HOMO: -7.46 eV
Max |F|: 3.144 eV Å⁻¹
M: 231.02 g/mol

Structure (ORCA input):
```
! wB97M-V def2-TZVPD RIJCOSX def2/J DEFGRID3
* xyz -1 1
H 1.38 -0.32 -1.38
H 1.04 -0.29 0.58
H -0.22 -1.99 -2.86
H -0.68 -0.72 2.68
H -1.49 1.04 0.41
O -0.23 -3.29 0.08
O -1.82 1.31 1.29
H 0.82 2.13 1.26
O -3.55 1.22 -1.51
O -2.80 -2.00 -1.01
H 0.02 -2.42 -0.28
H 1.68 -1.76 1.55
H 1.18 -3.25 1.41
O -0.50 -0.22 3.48
H -2.18 -1.77 -1.70
O 4.53 0.27 0.54
H 1.01 1.00 -3.48
O -1.38 2.74 -2.16
H -0.96 1.92 -2.02
O 1.79 -2.68 1.89
O -1.10 -2.09 -3.13
B 0.72 0.22 -0.50
H 2.27 0.60 4.28
H 0.43 1.95 -4.45
H 1.45 1.31 2.24
H -1.24 0.16 3.90
O 2.14 0.03 3.56
H 4.26 1.10 0.95
H -3.23 0.32 -1.49
H 0.85 1.43 -0.49
H 3.79 0.07 -0.01
H -2.85 1.80 -1.79
H -0.94 -2.87 0.57
H -1.33 3.19 -1.31
H -1.01 1.59 1.74
O 1.16 2.18 2.15
O 0.28 1.09 -4.09
H -2.73 -1.57 -0.18
H -0.47 -0.02 -0.62
H -1.28 -1.31 -3.67
H 1.20 -0.08 3.54
*
```



(3)
The following is a DFT calculation (the ωB97M-V functional and the def2-TZVPD basis) of a molecular structure, C3H4LiO4.

Values from the calculation:
Energy relative to the best compared isomer or geometry (same formula, charge and spin): 101.75 kcal/mol
E_LUMO (alpha / beta): -5.243 / -5.874 eV
Electronic energy: -424.87287 a.u.
Frontier orbital gap (alpha / beta): 6.972 / 5.818 eV
E_HOMO (alpha / beta): -12.21 / -11.69 eV
Max |F|: 3.566 eV Å⁻¹
M: 111.00 g/mol

Structure (ORCA input):
```
! wB97M-V def2-TZVPD RIJCOSX def2/J DEFGRID3
* xyz 1 1
H 2.86 0.20 -0.64
C 1.21 0.45 0.72
C 1.94 -0.28 -0.25
O 1.52 -1.35 -0.75
H -3.13 0.43 0.40
H -1.15 0.53 -1.57
Li 0.13 -2.51 -0.55
O -2.39 -0.03 0.83
C -1.26 0.18 0.25
O -0.01 -0.03 1.09
O -1.25 1.02 -0.72
H 1.54 1.38 1.18
*
```